i:
Density functional theory data (ωB97M-V with the def2-TZVPD basis set) for 2 unconnected molecules or ions with the total composition C3H6N2O.

```
12
Properties=species:S:1:pos:R:3:nbo_charge:R:1
C 0.73550 -0.80569 -0.12763 -0.140
C -0.48640 -0.58344 0.73174 0.157
H -2.13539 0.28518 1.10954 0.359
H 1.64204 -0.75950 0.48573 0.201
H -0.64500 1.76374 -0.41941 0.455
H -0.00061 -2.10814 -1.35820 0.470
H 0.81333 -0.03082 -0.89932 0.192
C 1.18951 2.93172 -0.36187 0.255
N -1.36025 0.29616 0.44668 -0.656
H -0.58718 -1.27178 1.58135 0.168
O 0.67799 -2.11257 -0.67053 -0.697
N 0.15647 2.39515 -0.51807 -0.763
```

Calculated values
HOMO energy = -10.76 eV
LUMO level = 0.650 eV

ii:
Density functional theory data (ωB97M-V with the def2-TZVPD basis set) for a single C3H6N2O molecule.

```
12
Properties=species:S:1:pos:R:3:nbo_charge:R:1
H 0.23930 0.91219 -0.94211 0.153
H -2.83297 -0.66805 -0.86899 0.205
C 2.04517 0.39662 0.75937 0.541
H -2.34603 -0.01119 0.67943 0.207
H -1.97068 0.89324 -0.79395 0.169
H 2.03289 1.41015 0.31499 0.112
H 1.42689 -1.47644 0.33936 0.407
C -2.03453 -0.11858 -0.36852 -0.430
N -0.77086 -0.82222 -0.34008 -0.444
N 1.51402 -0.56367 -0.10662 -0.636
C 0.25163 -0.11502 -0.54170 0.263
O 2.44516 0.16299 1.86882 -0.546
```

Calculated values
HOMO energy = -9.80 eV
LUMO level = 1.007 eV
SMILES = C/N=C/NC=O

iii:
Density functional theory data (ωB97M-V with the def2-TZVPD basis set) for a single C3H6N2O molecule.

```
12
Properties=species:S:1:pos:R:3:nbo_charge:R:1
C -1.47015 -0.28044 -0.67600 0.253
H -0.65414 1.61109 1.09116 0.203
C -0.28547 -0.37486 0.15057 -0.186
C 0.18881 1.04575 0.65351 -0.054
O 1.13773 0.99006 1.68882 -0.701
H 1.92696 0.55464 1.34675 0.474
N -2.29591 -0.25368 -1.48281 -0.333
H 0.66268 -0.73617 -1.76630 0.372
H 0.53647 1.63527 -0.20358 0.170
H 0.15440 -2.08810 -1.05883 0.377
N 0.57511 -1.17368 -0.83676 -0.822
H -0.47650 -0.92989 1.09346 0.247
```

Calculated values
HOMO energy = -10.07 eV
LUMO level = 0.732 eV
SMILES = N#C[C@@H](N)CO

iv:
Density functional theory data (ωB97M-V with the def2-TZVPD basis set) for a molecular structure, C3H6N2O.

```
12
Properties=species:S:1:pos:R:3:nbo_charge:R:1
N 0.67899 -0.87760 0.04162 -0.586
H 0.66808 -1.03792 1.05249 0.344
C -1.29231 -0.33856 0.20121 0.384
C 1.53552 0.13666 -0.18681 -0.366
H 2.22841 0.44417 0.60116 0.204
H 0.71517 1.24208 -0.13033 0.362
H -1.39933 -2.11607 0.79741 0.369
C -1.20779 0.88397 -0.43111 0.079
O -0.34817 1.76450 -0.03458 -0.580
H -1.56650 0.90982 -1.46724 0.176
H 1.90914 0.22516 -1.21045 0.199
N -1.92122 -1.23622 0.76664 -0.585
```

Calculated values
HOMO energy = -8.69 eV
LUMO level = -0.120 eV

Least stable: iv

i:
Density functional theory data (ωB97M-V with the def2-TZVPD basis set) for a single C3H6N2O molecule.

```
12
Properties=species:S:1:pos:R:3:nbo_charge:R:1
O 1.48803 1.68262 0.56649 -0.673
H -0.88350 -0.26559 -1.67645 0.209
N 1.87605 -0.20951 -0.30235 -0.803
H 1.67801 -1.16974 -0.53176 0.379
H -2.37078 0.10399 -0.66108 0.200
C 0.96498 0.51658 0.24096 0.570
C -1.32428 -0.20387 -0.68267 -0.229
H 2.40976 1.19713 0.12951 0.508
H -0.95062 0.78795 1.25399 0.222
N -0.84336 -1.19201 0.27044 -0.569
H -1.57369 -1.45727 0.92700 0.362
C -0.47060 0.20974 0.46592 -0.177
```

Calculated values
HOMO energy = -9.85 eV
LUMO level = 0.900 eV
SMILES = [H]/N=C(/O)[C@H]1CN1

ii:
Density functional theory data (ωB97M-V with the def2-TZVPD basis set) for a molecular structure, C3H6N2O.

```
12
Properties=species:S:1:pos:R:3:nbo_charge:R:1
H 0.65105 -0.94266 -0.58032 0.400
C 0.00755 0.77228 0.48164 0.090
H -2.81552 -0.12604 -0.94872 0.220
O 3.11064 -0.76768 -0.20251 -0.560
H 2.49199 0.89479 0.81896 0.131
N -1.28849 0.66232 0.20750 -0.507
N 0.91517 -0.14264 -0.00804 -0.668
H -0.61890 1.76572 0.08605 0.413
H -1.75484 -1.31665 -0.16265 0.214
H -1.20051 -0.44294 -1.62498 0.189
C 2.27752 -0.00343 0.21935 0.555
C -1.78350 -0.36353 -0.69554 -0.477
```

Calculated values
HOMO energy = -9.28 eV
LUMO level = 0.780 eV

iii:
Density functional theory data (ωB97M-V with the def2-TZVPD basis set) for a single C3H6N2O molecule.

```
12
Properties=species:S:1:pos:R:3:nbo_charge:R:1
N -0.09906 -0.20349 -1.04915 -0.593
C -1.07766 0.39131 0.90827 -0.083
N 2.09955 0.28886 -0.65047 -0.820
C -1.21905 -0.61697 -0.21396 -0.270
H -1.50741 1.34957 0.55216 0.188
O 0.44529 0.42453 1.04870 -0.509
H -2.13848 -0.61887 -0.81050 0.211
H -1.06533 -1.64092 0.16776 0.178
H 2.21995 -0.06345 -1.58920 0.411
H -1.37698 0.16161 1.92335 0.199
H 2.90712 0.36293 -0.05815 0.404
C 0.81206 0.16488 -0.22881 0.683
```

Calculated values
HOMO energy = -8.59 eV
LUMO level = 1.028 eV
SMILES = NC1=NCCO1

iv:
Density functional theory data (ωB97M-V with the def2-TZVPD basis set) for a single C3H6N2O molecule.

```
12
Properties=species:S:1:pos:R:3:nbo_charge:R:1
H -1.68802 -0.83425 0.35728 0.204
C -0.43716 0.83851 -0.28992 -0.151
H -0.88569 0.75160 -1.30424 0.204
O -0.27533 -1.88223 -0.61432 -0.701
H 2.91423 0.79445 -0.21323 0.438
N -0.75897 1.79484 0.63012 -0.932
C 0.95041 0.51763 -0.30796 0.639
H -0.19064 -0.93406 1.26852 0.182
H -1.76203 1.71776 0.80691 0.322
N 2.08836 0.20935 -0.11420 -0.618
H 0.64868 -2.13023 -0.48071 0.474
C -0.60382 -0.84339 0.26174 -0.062
```

Calculated values
HOMO energy = -7.17 eV
LUMO level = 0.220 eV

Least stable: iv

i:
Density functional theory data (ωB97M-V with the def2-TZVPD basis set) for a single C3H6N2O molecule.

```
12
Properties=species:S:1:pos:R:3:nbo_charge:R:1
H -1.32279 1.54037 0.55477 0.205
H -0.66726 -0.60262 1.64943 0.193
H 1.02978 1.86395 -0.49194 0.405
H -1.19974 0.77991 -1.04651 0.173
N 0.43403 -1.17172 0.01580 -0.662
H 0.25156 -1.97319 -0.54842 0.407
C 1.32964 -0.13168 -0.27111 0.776
N 0.63856 1.04842 -0.04247 -0.643
O 2.50578 -0.19504 -0.55410 -0.609
H -1.74372 -1.11439 0.34775 0.206
C -0.78290 0.80061 -0.02938 -0.223
C -0.79779 -0.60017 0.56744 -0.227
```

Calculated values
HOMO energy = -9.60 eV
LUMO level = 0.850 eV
SMILES = O=C1NCCN1

ii:
Density functional theory data (ωB97M-V with the def2-TZVPD basis set) for a single C3H6N2O molecule.

```
12
Properties=species:S:1:pos:R:3:nbo_charge:R:1
H -0.26819 -1.66014 -1.09240 0.194
H 1.68651 0.64281 1.67393 0.504
H -0.57012 1.85821 0.43103 0.200
N -1.42024 -0.08367 -0.09524 -0.617
O 1.51091 -0.20082 1.23005 -0.476
C 0.69713 0.00578 -0.02111 0.332
N 2.03147 0.09221 -0.28689 -0.339
H -2.10322 -0.15695 -0.84143 0.361
H -0.38457 -1.81688 0.68909 0.207
H -0.36988 1.41638 -1.28199 0.199
C -0.45054 1.01392 -0.25677 -0.283
C -0.35923 -1.11085 -0.14827 -0.283
```

Calculated values
HOMO energy = -8.19 eV
LUMO level = 0.708 eV

iii:
Density functional theory data (ωB97M-V with the def2-TZVPD basis set) for a single C3H6N2O molecule.

```
12
Properties=species:S:1:pos:R:3:nbo_charge:R:1
C 1.54474 -0.28858 0.71956 -0.515
H 2.56839 -0.20015 1.19184 0.213
H -1.32043 0.83308 1.10785 0.315
C -0.61148 -0.24078 -0.97473 0.156
H -2.22777 -1.19026 -0.59996 0.399
H 1.75850 1.57133 -0.16656 0.191
N -1.66395 -0.41579 -0.24907 -0.210
O 0.16133 0.84425 -0.79555 -0.491
C 1.12969 0.76362 0.09806 0.125
H -0.50290 -0.54381 -2.03792 0.187
H 1.16972 -1.24704 0.82884 0.213
N -2.00585 0.11412 0.87764 -0.583
```

Calculated values
HOMO energy = -7.94 eV
LUMO level = 0.845 eV

iv:
Density functional theory data (ωB97M-V with the def2-TZVPD basis set) for a single C3H6N2O molecule.

```
12
Properties=species:S:1:pos:R:3:nbo_charge:R:1
C -1.08437 1.21990 -0.40060 -0.643
H -0.73151 2.20818 -0.09992 0.213
N 1.56350 -0.97639 0.12583 -0.457
H -1.22776 -1.35625 1.70345 0.490
N 1.24198 0.06754 -0.83854 -0.435
H 1.88322 -1.84443 -0.29619 0.361
C -0.04018 0.19257 -0.18705 -0.029
C 0.22458 -0.88617 0.57369 0.374
H -1.96947 0.97487 0.18214 0.220
O -0.37777 -1.72817 1.44778 -0.665
H -1.35884 1.26676 -1.45387 0.222
H 1.87662 0.86159 -0.75673 0.347
```

Calculated values
HOMO energy = -7.67 eV
LUMO level = 0.690 eV
SMILES = Cc1[nH][nH]c1O

Least stable: ii